(1)
Below is 2 unconnected molecules or ions with the total composition C6H12N in a non-equilibrium geometry, with properties calculated with ωB97M-V with the def2-TZVPD basis set.

Strongest force on any atom: 0.1352 hartree/bohr
LUMO energy: -4.0 eV
HOMO: -14.04 eV
Relative energy (zero: lowest compared OMol25 entry of this formula, charge and spin): 5.805 eV
Molecular weight: 98.169 g mol⁻¹
Charge: +1

Geometry (Å):
C 2.95848 0.30110 0.00801
C 1.82631 0.04797 -0.28564
C -0.17251 -1.77401 0.79859
C -0.74348 -0.78901 -1.50753
C -0.44724 1.99843 0.05515
C -0.22005 -0.56750 -0.20131
N -0.63072 0.57147 0.73016
H 3.89329 0.89950 0.06349
H -1.08540 -2.15748 0.94416
H 0.57871 -2.55917 0.66067
H 0.03362 -1.29772 1.75049
H -1.60141 -1.37964 -1.32287
H -1.03195 0.06066 -2.11089
H -0.03547 -1.29169 -2.16129
H -1.40108 2.16840 -0.54241
H -0.66364 2.76736 0.78323
H 0.48088 2.04970 -0.33281
H -0.08172 0.50652 1.56069
H -1.65661 0.44512 1.11008

=====

(2)
Below is a gas-phase ion, C6H12N (charge +1) in a non-equilibrium geometry, with properties calculated with ωB97M-V with the def2-TZVPD basis set.

Strongest force on any atom: 0.0813 hartree/bohr
LUMO energy: -3.7 eV
HOMO: -13.02 eV
Relative energy (zero: lowest compared OMol25 entry of this formula, charge and spin): 2.040 eV
Molecular weight: 98.169 g mol⁻¹
Structure (SMILES): C=CC(=C)CC[NH3+]
Charge: +1

Geometry (Å):
C 0.49092 -0.87652 -1.35555
C 0.51824 0.55563 -0.94017
C -0.07725 0.72513 0.50096
C -1.35900 1.11920 0.56825
C 1.17087 0.78130 2.69393
C 0.78810 0.24673 1.52179
N -0.90138 -1.30428 -1.63167
H 1.00545 -1.63659 -0.67412
H 1.13889 -1.15216 -2.21708
H 0.02532 1.18927 -1.71843
H 1.49902 0.96118 -0.82621
H -2.01583 1.47387 -0.19294
H -1.75509 1.23175 1.57910
H 0.60256 1.67593 3.02978
H 1.65566 0.17866 3.44813
H 1.00117 -0.86779 1.46350
H -1.26216 -0.73700 -2.39501
H -1.59100 -1.27780 -0.87726
H -0.93451 -2.28652 -1.97697

=====

(3)
Below is a gas-phase ion, C6H12N (charge +2) in a non-equilibrium geometry, with properties calculated with ωB97M-V with the def2-TZVPD basis set.

Strongest force on any atom: 0.0449 hartree/bohr
LUMO energy (alpha / beta): -10.9 / -13.8 eV
Expectation value of S²: 0.75
HOMO (alpha / beta): -19.76 / -19.72 eV
Relative energy (zero: lowest compared OMol25 entry of this formula, charge and spin): 2.013 eV
Molecular weight: 98.169 g mol⁻¹
Charge: +2
Spin multiplicity: 2

Geometry (Å):
C 0.55789 2.12378 -1.29986
C 0.63323 1.34499 0.01216
C -0.66760 0.60013 0.41758
C -0.58201 -0.83850 0.01954
C -1.30388 -1.38238 -1.07527
C 0.43040 -1.89798 1.93112
N 0.33301 -1.77764 0.64187
H 0.63631 1.48676 -2.18161
H 1.37611 2.83997 -1.32681
H -0.38547 2.67236 -1.35272
H 1.00704 1.94372 0.86514
H 1.45011 0.60510 -0.00956
H -1.56153 1.00456 -0.05572
H -0.84689 0.62166 1.50848
H -0.94898 -2.36883 -1.38895
H -2.01685 -0.75328 -1.60671
H 1.25999 -2.46904 2.33474
H -0.44312 -1.56848 2.50468
H 1.07226 -2.18690 0.06189

=====

(4)
Below is 2 unconnected molecules or ions with the total composition C6H12N2 in a non-equilibrium geometry, with properties calculated with ωB97M-V with the def2-TZVPD basis set.

Strongest force on any atom: 0.0772 hartree/bohr
LUMO energy: 0.9 eV
HOMO: -8.56 eV
Relative energy (zero: lowest compared OMol25 entry of this formula, charge and spin): 1.142 eV
Molecular weight: 112.176 g mol⁻¹
Structure (SMILES): Cc1c[nH]cn1.CC

Geometry (Å):
C -0.27065 2.15666 -2.42021
C -0.90521 1.85554 -0.99558
H -0.98795 1.76059 -3.19990
H -0.14689 3.25610 -2.50896
H 0.71772 1.71517 -2.48068
H -0.35779 1.26520 -0.26390
H -1.69498 1.15172 -1.29316
H -1.30980 2.74741 -0.47381
C 0.58978 -2.41776 -0.40918
C -0.70552 -0.54858 2.41083
C 0.32546 -1.70721 0.86364
C 1.26324 -1.03054 1.59824
N -0.95241 -1.38831 1.38108
N 0.65812 -0.35238 2.63221
H -1.47081 -0.40424 3.16408
H 1.15904 0.32399 3.21609
H 2.26902 -0.75092 1.36310
H 0.87868 -1.65945 -1.20846
H -0.44152 -2.80422 -0.88068
H 1.38246 -3.16877 -0.49474

=====

(5)
Below is a molecular structure, C6H12N2 in a non-equilibrium geometry, with properties calculated with ωB97M-V with the def2-TZVPD basis set.

Strongest force on any atom: 0.0961 hartree/bohr
LUMO energy (alpha / beta): -0.4 / -0.4 eV
HOMO (alpha / beta): -7.53 / -7.53 eV
Relative energy (zero: lowest compared OMol25 entry of this formula, charge and spin): 5.365 eV
Molecular weight: 112.176 g mol⁻¹

Geometry (Å):
C 0.12655 -1.87774 1.02684
C -0.32268 0.35471 -1.82412
N -0.05214 0.25018 -0.39857
N 0.97210 -1.78201 -0.02621
C 0.85556 1.16167 0.14360
C -1.11738 -0.34848 0.50728
C 1.76324 1.85633 -0.53674
C -1.55499 0.27939 1.64143
H 0.58787 -2.25186 -0.84669
H -0.55718 -2.72155 1.15169
H 0.60415 -1.60435 1.96558
H 0.86887 1.17490 1.22957
H -1.89613 -0.74463 -0.14207
H -0.55307 1.38461 -2.10828
H -1.15465 -0.29230 -2.09417
H 0.55996 0.02770 -2.38144
H 1.84133 1.84462 -1.61274
H 2.50389 2.43137 -0.00364
H -0.87156 0.59481 2.41526
H -2.60373 0.26262 1.89344

=====

(6)
Below is a single C6H12N2 molecule in a non-equilibrium geometry, with properties calculated with ωB97M-V with the def2-TZVPD basis set.

Strongest force on any atom: 0.0889 hartree/bohr
LUMO energy: 0.9 eV
HOMO: -9.04 eV
Relative energy (zero: lowest compared OMol25 entry of this formula, charge and spin): 3.044 eV
Molecular weight: 112.176 g mol⁻¹
Structure (SMILES): [H]/N=C(\C)[C@H](N)C(=C)C

Geometry (Å):
C -0.69326 1.08208 1.29711
C -0.39703 0.60210 -1.67508
C -1.02046 -0.14277 0.45839
N -2.20744 -0.70407 0.48356
H -2.94049 0.00443 0.57601
H -0.51956 0.77990 2.33184
H 0.20206 1.59117 0.93324
H -1.19302 1.30476 -1.41702
H -0.81938 -0.14112 -2.35456
H 0.21994 1.29038 -2.26016
H -1.52983 1.78311 1.26072
N 0.94840 -1.52396 1.30861
C 0.17902 -1.11289 0.13894
C 2.14663 0.00106 -1.13263
C 0.89396 -0.34715 -0.89467
H 0.31934 -2.00965 1.94466
H 1.30727 -0.71490 1.80532
H -0.26365 -2.00291 -0.31795
H 2.96367 -0.46488 -0.58522
H 2.40382 0.72530 -1.90112

=====

(7)
Below is a single C6H12N2 molecule in a non-equilibrium geometry, with properties calculated with ωB97M-V with the def2-TZVPD basis set.

Strongest force on any atom: 0.0500 hartree/bohr
LUMO energy: 0.9 eV
HOMO: -7.86 eV
Relative energy (zero: lowest compared OMol25 entry of this formula, charge and spin): 2.109 eV
Molecular weight: 112.176 g mol⁻¹
Structure (SMILES): C/N=C(\N)C=C(C)C

Geometry (Å):
C 1.75688 0.91044 -1.45306
C -1.58843 -0.23034 -0.91942
C -2.10235 0.66204 1.39316
C 1.10498 -0.48798 0.39273
C -1.11055 -0.02273 0.49376
N 2.20902 -1.30593 0.29962
C -0.09500 -0.79681 1.08500
N 0.95318 0.66009 -0.26488
H 3.10099 -0.85015 0.17375
H 2.23641 -2.09376 0.92906
H -0.10824 -1.14039 2.11176
H 1.96575 0.01056 -2.04427
H 2.70949 1.38462 -1.18993
H 1.21740 1.61187 -2.09614
H -0.86554 -0.77368 -1.52815
H -1.81195 0.72559 -1.40266
H -2.51864 -0.81132 -0.90154
H -3.12666 0.63190 1.01360
H -1.80383 1.70657 1.51817
H -2.12291 0.20940 2.38945

=====

(8)
Below is 2 unconnected molecules or ions with the total composition C6H12N2 in a non-equilibrium geometry, with properties calculated with ωB97M-V with the def2-TZVPD basis set.

Strongest force on any atom: 0.0315 hartree/bohr
LUMO energy: 0.9 eV
HOMO: -8.66 eV
Relative energy (zero: lowest compared OMol25 entry of this formula, charge and spin): 0.572 eV
Molecular weight: 112.176 g mol⁻¹
Structure (SMILES): Cc1c[nH]cn1.CC

Geometry (Å):
C 2.95149 -0.95571 -1.01976
C 2.80942 0.56626 -1.13292
H 3.32558 -1.26979 -0.03551
H 2.01876 -1.53288 -1.01874
H 3.55931 -1.34855 -1.82331
H 2.58955 1.15221 -0.24127
H 1.86767 0.69380 -1.68188
H 3.70912 0.97085 -1.58203
C -0.37674 0.25893 1.85439
C -2.21022 -0.82635 0.41459
C -1.65465 0.20345 1.10787
C -3.25269 1.05653 -0.06871
N -3.26532 -0.29332 -0.32253
N -2.35246 1.34696 0.81867
H -2.05312 -1.88895 0.32813
H -3.72515 -0.85901 -1.01985
H -0.47384 0.31837 2.93146
H 0.19371 1.15489 1.57879
H -3.92591 1.76703 -0.51395
H 0.26548 -0.51472 1.42654

=====

(9)
Below is 2 unconnected molecules or ions with the total composition C6H12N2 in a non-equilibrium geometry, with properties calculated with ωB97M-V with the def2-TZVPD basis set.

Strongest force on any atom: 0.0577 hartree/bohr
LUMO energy: 0.9 eV
HOMO: -8.60 eV
Relative energy (zero: lowest compared OMol25 entry of this formula, charge and spin): 0.838 eV
Molecular weight: 112.176 g mol⁻¹
Structure (SMILES): Cc1c[nH]cn1.CC

Geometry (Å):
C -0.76296 -2.29300 -1.55475
C 0.18942 -2.20422 -0.34202
H -0.49845 -3.25947 -2.04067
H -1.79234 -2.36947 -1.20178
H -0.58689 -1.42258 -2.15435
H 0.20921 -3.07736 0.31894
H 1.20166 -1.94193 -0.60914
H -0.07698 -1.44514 0.38418
C -1.00838 1.19878 -1.38104
C -0.74180 0.73729 1.08220
C -0.23107 1.00652 -0.15987
C 1.47734 0.94893 1.10873
N 0.37496 0.71167 1.89576
N 1.15294 0.97064 -0.16085
H -1.71783 0.32804 1.15596
H 0.36441 0.63808 2.89927
H -0.88762 2.18618 -1.83852
H -2.09165 1.29755 -1.14648
H 2.45142 0.87909 1.54244
H -1.06901 0.45232 -2.17316

=====

(10)
Below is a single C6H12N2 molecule in a non-equilibrium geometry, with properties calculated with ωB97M-V with the def2-TZVPD basis set.

Strongest force on any atom: 0.0355 hartree/bohr
LUMO energy: 1.0 eV
HOMO: -8.02 eV
Relative energy (zero: lowest compared OMol25 entry of this formula, charge and spin): 2.326 eV
Molecular weight: 112.176 g mol⁻¹
Structure (SMILES): CC[C@H](N)[C@@H]1C=C1N

Geometry (Å):
C -0.20406 -0.83405 0.63396
C -0.30953 -2.35569 0.63614
C -0.73846 1.86241 -0.14564
N -2.06275 2.05526 -0.38281
N 2.00954 -0.63422 -0.64147
C 0.37535 2.07327 0.51570
C 0.60606 -0.29922 -0.64270
C 0.47390 1.21368 -0.71652
H -2.50247 2.80476 0.13163
H -2.38122 1.83583 -1.31497
H 2.15287 -1.63686 -0.60701
H 2.47104 -0.21363 0.15861
H 0.88021 2.41641 1.38455
H -1.21132 -0.42357 0.71908
H 0.35255 -0.50007 1.51345
H 0.16644 -0.75403 -1.54061
H 0.94532 1.61290 -1.61519
H 0.67331 -2.82514 0.65631
H -0.85946 -2.69978 1.51079
H -0.83732 -2.69825 -0.25330

=====

Values of E_tot, in order: -7894.25636, -7898.02123, -7884.16931, -9395.70771, -9391.48453, -9393.80527, -9394.74066, -9396.27781, -9396.01139, -9394.52398, all in eV.